[1]
Computed, not measured: a molecular structure, C22H34O2P2Tl in a non-equilibrium geometry, with ωB97M-V/def2-TZVPD.

As for the net charge: +1. The relative energy (zero: lowest compared OMol25 entry of this formula, charge and spin) comes out at 2.22 kcal/mol. The HOMO energy is -11.05 eV. Its lowest unoccupied orbital energy is -2.5876 eV. The HOMO-LUMO gap comes out at 8.46 eV.

Geometry (Å):
Tl -0.39633 -0.26046 -0.30528
P 1.85812 1.05458 1.21965
P -0.44740 2.88317 0.14929
O -1.66440 -0.90135 1.94175
O 0.75821 -2.64142 -0.20579
C 0.22515 -1.94818 3.00266
C -0.89612 -4.34511 -0.20167
C 3.93263 4.07615 -0.66376
C 3.94775 -5.19396 -0.87767
C 1.38156 -6.19319 -0.50437
C 2.44410 -7.05919 -0.68094
C 1.59308 -4.81132 -0.51166
C 2.57038 1.47517 2.87292
C 1.28377 3.38333 -0.19643
C 1.59569 4.53801 -0.90168
C -1.25399 -1.62942 3.09382
C -3.03655 -0.53581 1.99863
C -1.23459 3.31672 -1.47173
C -3.42473 0.16667 0.70819
C 3.63289 2.93819 0.05914
C 0.51443 -3.83965 -0.30690
C 2.31126 2.57463 0.29145
C 2.91152 4.87906 -1.14495
C 3.14258 -0.11399 0.58490
C -0.98999 4.34616 1.13564
C 2.89171 -4.32402 -0.70070
C 3.72771 -6.56435 -0.86516
H -0.72065 2.78257 -2.27057
H -0.98258 -5.01777 0.65039
H -2.81549 1.06176 0.58335
H 3.04174 -3.25480 -0.71091
H 4.55588 -7.24620 -0.99629
H 3.13863 5.77059 -1.70837
H 3.56543 1.90941 2.77156
H -1.19370 4.38926 -1.66250
H 0.80692 -1.03306 3.05314
H 4.15583 0.20964 0.81898
H -1.57580 -3.50624 -0.06424
H -2.27951 3.00456 -1.45216
H 1.91963 2.18830 3.37819
H -1.84754 -2.55292 3.15679
H 4.43731 2.33166 0.44461
H -3.64486 -1.44122 2.14200
H 3.02499 -0.19588 -0.49621
H 4.96152 4.33888 -0.85397
H -2.07362 4.31946 1.24334
H -1.45441 -1.02830 3.99069
H -1.16948 -4.88782 -1.10438
H 0.80545 5.17815 -1.26658
H -3.28817 -0.50301 -0.14304
H 2.27587 -8.12618 -0.66922
H -0.69344 5.27111 0.64303
H -4.46877 0.46172 0.74209
H -3.19944 0.13271 2.85290
H 0.39247 -6.59444 -0.35549
H -0.54074 4.30567 2.12545
H 0.51125 -2.59877 3.82315
H 2.96719 -1.09436 1.02879
H 0.44309 -2.44680 2.06459
H 4.94558 -4.80747 -1.01978
H 2.62749 0.56857 3.47493

***

[2]
Computed, not measured: a molecular structure, C22H35BrO2P2Pt in a non-equilibrium geometry, with ωB97M-V/def2-TZVPD.

The relative energy (zero: lowest compared OMol25 entry of this formula, charge and spin) comes out at 38.29 kcal/mol. The HOMO energy (spin up / spin down) is -6.67 / -6.77 eV. Its lowest unoccupied orbital energy (spin up / spin down) is -0.1648 / -0.3625 eV. As for the spin multiplicity: 3. The HOMO-LUMO gap (spin up / spin down) comes out at 6.51 / 6.41 eV.

Geometry (Å):
Pt 0.38552 -1.89775 1.86145
Br 1.42581 2.87820 3.89833
P 0.06493 1.47052 -2.93798
P 0.04000 -2.26853 -2.82606
O 0.17478 -0.22101 3.17569
O -1.76747 0.98447 3.19177
C -1.55438 0.80566 -0.61868
C 0.28929 -3.28774 3.18978
C -0.45201 -1.67978 -1.23286
C -0.14325 2.18724 7.69694
C -1.61743 -0.76826 -0.76739
C 0.74990 2.12280 -0.33699
C -1.10505 -3.64085 -3.21665
C 0.48969 2.13821 5.36548
C 1.85804 1.02932 -0.18055
C -0.44791 1.11368 5.10757
C -1.40226 2.28214 -3.67024
C -1.32704 0.74915 6.13921
C 1.73133 -2.87840 -3.10610
C 0.79285 -1.31883 -0.35376
C 0.45541 0.23289 -4.21556
C -0.54452 1.75720 -0.04148
C 1.39002 -0.14668 -1.04266
C 0.64465 2.64191 6.64870
C -0.71969 0.56914 3.68695
C 1.38947 2.69932 -3.19606
C -0.31370 -1.09161 -4.13732
C -1.16428 1.25786 7.42987
H -2.44601 0.95258 0.02415
H 1.27382 -3.04785 3.63464
H 2.83788 1.37014 -0.57662
H -1.17730 2.76040 -4.63296
H -2.57041 -0.98693 -1.32556
H -1.78119 3.04233 -2.98279
H -1.87860 1.18901 -1.59678
H -0.83301 -4.15636 -4.15633
H 1.38051 3.41305 6.84385
H -0.85270 2.05265 0.95116
H -2.14146 0.06657 5.88410
H 1.53933 0.07221 -4.21025
H 0.21552 0.72116 -5.16243
H -0.80127 -2.68393 -0.94010
H -1.10502 -4.36483 -2.38530
H 2.03414 0.67011 0.86808
H -0.01147 2.56648 8.70784
H 1.52427 -2.16222 -0.29481
H -0.52746 -3.14171 3.90291
H -2.12670 -3.22965 -3.30767
H 2.17577 -0.51867 -1.71770
H 2.08051 -3.49544 -2.25867
H 2.35270 2.19280 -3.34977
H -0.08532 -1.65479 -5.04499
H 0.28927 -4.27014 2.69766
H 1.07778 3.17456 -0.25191
H 0.57659 0.27478 -1.69962
H 1.47182 3.33543 -2.30770
H 1.74511 -3.49356 -4.02808
H -1.39199 -0.91027 -4.12663
H 2.42030 -2.02531 -3.23165
H 1.16773 3.33133 -4.07181
H -2.20105 1.55132 -3.82918
H -1.83628 0.91908 8.21742
H -1.71852 -1.23469 0.24610

***

[3]
Computed, not measured: 3 unconnected molecules or ions with the total composition C22H35FO7S3 in a non-equilibrium geometry, with ωB97M-V/def2-TZVPD.

Its SMILES is COCC1=C(CCF)C(=O)C(C)=C(CCCS)C1=O.O=S1(=O)CCCC1.O=S1(=O)CCCC1. The relative energy (zero: lowest compared OMol25 entry of this formula, charge and spin) comes out at 84.67 kcal/mol. The HOMO energy is -8.93 eV. Its lowest unoccupied orbital energy is -1.3274 eV. The HOMO-LUMO gap comes out at 7.60 eV.

Geometry (Å):
S -1.36328 -0.96752 -5.46012
S 1.98751 -3.85645 -0.46951
S 3.30187 -1.43305 3.47474
F -5.79200 0.89835 2.32497
O 2.91728 -1.95981 2.18558
O -3.50832 5.52499 -1.05560
O 3.63174 -2.29134 4.58966
O 1.32611 -2.67493 -0.98184
O -1.63021 0.22722 0.90081
O -1.91689 3.74504 -3.27086
O 3.42112 -4.02032 -0.52455
C -1.85306 2.95576 -2.29179
C -0.63948 1.03554 -1.14144
C 4.62660 -0.26230 3.23491
C -0.33473 0.60080 -5.52696
C -0.63514 1.92252 -2.23633
C 1.07304 -6.26704 -0.01911
C -2.94911 5.57486 0.27219
C 2.78168 1.11748 4.02308
C -2.98581 2.12471 -0.04044
C -4.03903 4.20446 -1.35535
C 0.46944 2.00493 -3.37003
C 0.64423 0.67728 -4.23974
C 0.57843 -5.42061 1.15581
C -4.45515 0.86225 1.81760
C -2.97422 3.03286 -1.14293
C 1.44102 -4.15743 1.20694
C -4.10483 2.23078 1.07622
C 2.07308 -0.23843 3.99173
C 0.56295 -0.03057 -0.98653
C -1.78718 1.07656 -0.02221
C 1.22517 -5.30225 -1.18744
C 3.91762 1.06516 2.99889
H -3.73783 3.01393 1.83719
H 0.62822 -5.96962 2.09845
H 2.08451 1.93103 3.81209
H 4.60102 1.90937 3.10798
H 0.25087 -5.00491 -1.58134
H 0.87451 -3.29759 1.56141
H 0.77921 -0.10530 0.13940
H 0.27699 2.86289 -4.11136
H 3.50317 1.09370 1.98602
H -0.94465 -1.72706 -4.35713
H 1.71433 0.70427 -4.66376
H 5.24926 -0.57228 2.39626
H -3.67568 0.71301 2.64977
H 1.85109 -5.69298 -1.98910
H 3.19810 1.29264 5.02012
H 2.32436 -4.30155 1.82832
H -2.74858 6.68800 0.48731
H -3.64623 5.21417 1.09644
H -5.10485 2.64952 0.69550
H 1.48854 0.28118 -1.57720
H 1.26269 -0.24960 3.26060
H -1.91707 5.07147 0.33517
H 2.04209 -6.71196 0.22815
H -5.04327 4.02642 -0.85887
H 1.45233 2.28833 -2.84009
H 0.32036 0.49013 -6.45854
H 0.38018 -7.07699 -0.25560
H 0.52849 -0.29037 -3.65887
H -0.46851 -5.14569 0.99113
H -4.24653 4.22533 -2.48702
H -1.01820 1.50771 -5.56761
H 0.13624 -1.02791 -1.30364
H 1.69069 -0.51612 4.97411
H 5.21768 -0.23522 4.15271
H -4.31399 -0.03746 1.12168